1.
{"formula": "CH3IO", "method": "wB97M-V/def2-TZVPD", "e_lumo_ev": -0.70, "homo_energy_ev": -9.41, "energy_ha": -412.75938, "charge": 0, "orbital_gap_ev": 8.716, "de_lowest_kcal_mol": 29.5, "symbols": ["C", "O", "I", "H", "H", "H"], "coordinates": [[0.1344, -0.2785, -0.2083], [0.4484, -1.4526, -0.7914], [0.9277, -1.3840, -2.7119], [0.0504, -0.5721, 0.9153], [-0.8562, 0.0205, -0.3074], [0.8164, 0.6189, -0.5626]], "forces_ev_per_angstrom": [[1.3, 2.1, 2.6], [0.7, -2.1, -1.5], [-0.1, 0.0, 0.1], [1.2, 1.0, -1.4], [-2.1, 0.7, -1.2], [-1.0, -1.7, 1.4]]}


2.
{"formula": "CH4N2O2", "method": "wB97M-V/def2-TZVPD", "e_lumo_ev": 0.69, "homo_energy_ev": -9.45, "energy_ha": -300.44343, "charge": 0, "orbital_gap_ev": 10.135, "smiles": "NC(=O)NO", "de_lowest_kcal_mol": 27.8, "symbols": ["C", "N", "N", "O", "O", "H", "H", "H", "H"], "coordinates": [[0.0367, -0.1679, -0.4240], [1.3571, -0.0847, -0.6060], [-0.3674, 0.5113, 0.8367], [-0.9006, -0.6336, -1.0911], [-1.7526, 0.4225, 0.9595], [1.9456, 0.4035, 0.0013], [1.7904, -0.3958, -1.3722], [0.0791, -0.0152, 1.4979], [-2.1882, -0.0401, 0.1979]], "forces_ev_per_angstrom": [[-3.6, 0.9, 1.1], [-1.8, 0.2, 1.7], [-0.6, 0.5, -4.7], [2.8, 0.4, 0.0], [-1.0, 0.3, 1.1], [0.4, 0.9, 1.2], [1.5, -1.7, -3.6], [0.8, -1.7, 2.9], [1.5, 0.1, 0.3]]}


3.
{"formula": "C41H39BrN9O3RbS2", "method": "wB97M-V/def2-TZVPD", "e_lumo_ev": 0.18, "homo_energy_ev": -7.44, "energy_ha": -5698.70620, "charge": 0, "orbital_gap_ev": 7.618, "de_lowest_kcal_mol": 27.1, "symbols": ["Rb", "C", "N", "C", "C", "N", "C", "C", "C", "C", "C", "C", "N", "C", "N", "C", "C", "C", "C", "C", "C", "N", "H", "H", "H", "H", "H", "H", "H", "H", "H", "H", "H", "H", "H", "H", "H", "C", "C", "C", "C", "C", "Br", "N", "C", "H", "H", "H", "H", "H", "H", "O", "S", "C", "C", "C", "C", "S", "O", "C", "C", "C", "C", "C", "C", "C", "C", "C", "C", "C", "C", "H", "H", "H", "H", "H", "H", "H", "H", "H", "H", "H", "H", "H", "H", "H", "H", "H", "H", "O", "N", "C", "C", "N", "C", "N"], "coordinates": [[10.6150, 12.3267, 15.1615], [7.5193, 10.4666, 17.1560], [7.5881, 11.1086, 15.9109], [6.8721, 10.5596, 14.7732], [7.4904, 10.9824, 13.4555], [8.7268, 11.1119, 13.2142], [8.8674, 11.4663, 11.8905], [10.0370, 11.7767, 11.1474], [9.8641, 12.0434, 9.8235], [8.5825, 12.1391, 9.2472], [7.4584, 11.9158, 9.9993], [7.6063, 11.5590, 11.3134], [6.7194, 11.2888, 12.3104], [8.4299, 11.1794, 18.0944], [9.6780, 11.5022, 17.8433], [10.0616, 12.3380, 18.8611], [11.2500, 13.0162, 19.0996], [11.2940, 13.8601, 20.1822], [10.2141, 14.0230, 21.0827], [9.0284, 13.3464, 20.8979], [9.0083, 12.5230, 19.7437], [7.9937, 11.7333, 19.2393], [7.7523, 9.3935, 17.0632], [6.5020, 10.4425, 17.5576], [7.5929, 12.0955, 15.8849], [5.8124, 10.6801, 14.7641], [6.9840, 9.4809, 14.8803], [11.0391, 11.6938, 11.5506], [10.6946, 12.2253, 9.1471], [8.5554, 12.3248, 8.2074], [6.4387, 12.1592, 9.6865], [5.7058, 11.1277, 12.2201], [12.0482, 13.0072, 18.4143], [12.1539, 14.4413, 20.3582], [10.3158, 14.7834, 21.8312], [8.2070, 13.4983, 21.6079], [7.0491, 11.7469, 19.6148], [13.2824, 6.4890, 15.7674], [13.7184, 7.8442, 16.2251], [14.7335, 8.0539, 17.1389], [14.9773, 9.3285, 17.5291], [14.2113, 10.3425, 16.9966], [14.4581, 12.1285, 17.6187], [13.2715, 10.1934, 16.1046], [13.0451, 8.9558, 15.7295], [13.4994, 5.6908, 16.4729], [13.7465, 6.2578, 14.7860], [12.2232, 6.5476, 15.5591], [15.3745, 7.2016, 17.4083], [15.7738, 9.5503, 18.2349], [12.1595, 8.8259, 15.0376], [12.5363, 12.6385, 13.3091], [13.3124, 13.5143, 12.3859], [12.5922, 15.1264, 12.6499], [11.1858, 15.2062, 12.0582], [10.5628, 16.5639, 12.3324], [10.1473, 16.7639, 13.8459], [8.7148, 15.7374, 14.3556], [8.9938, 14.3641, 13.8280], [7.4548, 16.4433, 13.3058], [7.0016, 17.7461, 13.5623], [5.9963, 18.2701, 12.7604], [5.3571, 17.4497, 11.8019], [5.8276, 16.1591, 11.6276], [6.9296, 15.6110, 12.3381], [14.9082, 13.6667, 13.1482], [15.1294, 13.9196, 14.4944], [16.4211, 14.0383, 14.9264], [17.4837, 13.8857, 13.9935], [17.2724, 13.6431, 12.6572], [15.9566, 13.4440, 12.2655], [13.3426, 15.8335, 12.1598], [12.5333, 15.1987, 13.7136], [10.6100, 14.3720, 12.4235], [11.2823, 15.0699, 10.9406], [9.7636, 16.7068, 11.5897], [11.1998, 17.4377, 12.0487], [9.8585, 17.7751, 14.0185], [10.9709, 16.5343, 14.5223], [7.4461, 18.3889, 14.2987], [5.7691, 19.3241, 12.8240], [4.6207, 17.7570, 11.1022], [5.3736, 15.6282, 10.8133], [7.2541, 14.5589, 12.1829], [14.3536, 13.8793, 15.2018], [16.6447, 14.2070, 15.9668], [18.4365, 13.8921, 14.4713], [18.0379, 13.4679, 11.9489], [15.6834, 13.1921, 11.2413], [10.7541, 14.7653, 16.5919], [10.4836, 15.6972, 17.3239], [9.2483, 15.8380, 17.8464], [8.1294, 14.9546, 17.5618], [7.4074, 14.1963, 17.0571], [9.1370, 17.0698, 18.5567], [9.1691, 18.1271, 19.0202]], "forces_ev_per_angstrom": [[-0.1, 0.0, 0.3], [-0.6, -0.7, 0.7], [0.2, -0.4, -2.6], [1.4, -0.7, 0.4], [-2.3, 0.2, -0.5], [2.1, -0.1, 0.4], [1.0, 0.4, -0.2], [-0.4, -0.9, 0.7], [-0.3, 0.4, -1.0], [0.6, -0.4, 0.7], [-1.4, 0.8, -0.6], [0.8, 0.0, 0.2], [-1.1, -0.8, 1.5], [0.6, 0.2, -0.2], [-0.3, -0.6, -0.5], [0.0, 0.2, 0.4], [-0.5, 0.5, 0.5], [-0.9, -0.5, 0.3], [0.2, -0.1, -0.8], [0.4, -0.2, -0.4], [-1.0, 0.0, 1.3], [-0.9, 0.5, 1.1], [0.4, 0.2, -0.1], [-0.3, 0.2, 0.5], [-0.1, 1.2, 0.6], [-1.1, 0.7, 0.0], [0.1, -0.3, -0.3], [-0.2, 0.1, 0.4], [0.1, -0.1, 0.3], [-0.4, 0.4, -0.9], [0.4, -0.4, -0.5], [1.1, 0.3, 0.1], [0.8, -0.2, -0.6], [1.0, 0.6, 0.1], [0.0, 0.0, 0.5], [0.1, -0.3, -0.6], [0.4, -0.2, -0.5], [0.4, 0.1, -1.0], [-0.5, -0.2, -0.3], [0.2, -1.4, -0.9], [1.1, 1.0, 1.0], [0.1, 0.8, 0.3], [0.3, -0.1, 0.0], [0.0, 0.5, 0.1], [-1.7, -0.9, -0.8], [0.0, 0.0, 0.0], [-0.1, -0.1, 0.6], [-0.4, -0.3, 0.1], [-0.4, 0.5, 0.3], [-0.2, 0.1, -0.1], [1.2, 0.0, 0.6], [-0.4, -0.5, 0.0], [-0.1, -0.6, 0.2], [1.1, 0.6, -1.3], [1.5, 0.1, -1.7], [-0.4, 0.8, 0.5], [-0.1, -0.8, -1.8], [0.8, 0.1, 0.5], [-0.4, -0.1, 0.1], [0.5, -0.2, 0.4], [-0.4, -0.3, -1.1], [-0.3, -0.4, -0.5], [1.8, -0.3, 0.9], [0.7, -0.3, -0.1], [-1.6, 0.4, -0.4], [0.3, 0.1, -0.8], [0.3, -0.2, -0.5], [1.0, -0.3, -1.2], [-0.7, 0.3, 1.5], [-0.9, -0.6, 0.7], [-0.6, 0.8, -0.4], [-1.1, -0.5, 0.9], [0.3, 0.5, 0.9], [-0.4, 0.0, 0.2], [-0.2, 0.1, 1.0], [-0.5, -0.2, 0.8], [0.2, -0.9, 0.4], [-0.3, 0.9, 0.2], [-0.2, -0.2, 0.1], [0.3, 0.0, 0.3], [-0.3, 0.0, 0.2], [-0.7, 0.7, -0.1], [-0.1, -0.6, -0.1], [0.0, 1.1, 0.2], [-1.2, 0.3, 0.6], [0.0, 0.0, 0.1], [0.9, 0.2, -0.3], [0.9, 0.0, -0.4], [0.3, 0.0, 0.1], [0.2, -1.9, -1.4], [-0.5, 1.7, 1.2], [-0.4, -0.2, 0.1], [0.8, 0.0, -0.9], [0.3, 0.4, 0.7], [-0.1, 0.2, 0.0], [-0.2, -0.3, 0.1]]}


4.
{"formula": "C8H16O4", "method": "wB97M-V/def2-TZVPD", "e_lumo_ev": 0.74, "homo_energy_ev": -9.98, "energy_ha": -615.36269, "charge": 0, "orbital_gap_ev": 10.720, "smiles": "CCC(=O)OC.CCC(=O)OC", "de_lowest_kcal_mol": 26.4, "symbols": ["O", "O", "C", "C", "C", "C", "H", "H", "H", "H", "H", "H", "H", "H", "O", "O", "C", "C", "C", "C", "H", "H", "H", "H", "H", "H", "H", "H"], "coordinates": [[-1.8121, 4.1736, -1.6231], [-0.0129, 2.9286, -1.4769], [-1.1223, 3.2637, -2.0290], [0.6075, 3.8510, -0.5848], [-3.0693, 2.8492, -3.6923], [-1.6334, 2.4542, -3.2211], [-0.0540, 4.4191, 0.0907], [1.1156, 4.5611, -1.2588], [1.3703, 3.3347, 0.0220], [-3.2447, 2.2965, -4.6306], [-3.2273, 3.9242, -3.8823], [-3.8052, 2.5125, -2.9429], [-1.6484, 1.4152, -2.8396], [-0.9649, 2.4793, -4.1031], [-0.4322, -2.1797, 1.6472], [0.6883, -3.4105, 3.1879], [0.5107, -2.9720, 1.9518], [-0.0150, -2.8527, 4.3700], [3.0327, -3.4217, 1.2288], [1.5133, -3.5619, 0.9850], [-0.8354, -3.5641, 4.5634], [-0.4497, -1.8557, 4.1868], [0.6229, -2.7987, 5.2682], [3.6433, -3.9022, 0.4459], [3.2801, -3.8822, 2.2001], [3.2935, -2.3508, 1.2706], [1.3581, -3.0716, 0.0047], [1.2906, -4.6392, 0.8616]], "forces_ev_per_angstrom": [[0.2, 0.4, 0.2], [2.0, -1.6, 0.7], [-3.2, 1.5, -1.3], [0.8, 1.0, 0.1], [0.4, -0.5, 0.3], [-0.1, -0.4, 0.0], [-0.1, -0.6, -0.6], [0.0, 0.0, 0.6], [-0.5, -0.1, -0.5], [-0.1, 0.2, 0.4], [0.4, -0.5, 0.2], [0.2, 0.3, -0.4], [0.0, 0.2, -0.5], [0.1, 0.1, 0.7], [3.3, -2.6, 0.8], [0.7, 0.2, 1.7], [-3.1, 2.9, -0.5], [-0.9, -0.3, -0.8], [-0.3, 0.3, 1.2], [0.4, -0.2, -1.6], [0.3, 0.4, 0.0], [0.3, -0.5, -0.3], [0.2, -0.3, -0.9], [-0.5, 0.2, 0.2], [0.2, 0.2, -0.4], [0.1, -0.4, 0.0], [-0.5, -0.4, 0.5], [-0.1, 0.5, 0.1]]}


Molar mass / Da: 157.94; 76.05; 935.33; 176.21